# 1
{
  "formula": "C14H22N2O4S",
  "method": "ωB97M-V with the def2-TZVPD basis set",
  "smiles": "CCN1CCN(S(=O)(=O)c2cc(OC)ccc2OC)CC1",
  "total_charge": 0,
  "elements": ["C", "C", "N", "C", "C", "N", "S", "O", "O", "C", "C", "C", "O", "C", "C", "C", "C", "O", "C", "C", "C", "H", "H", "H", "H", "H", "H", "H", "H", "H", "H", "H", "H", "H", "H", "H", "H", "H", "H", "H", "H", "H", "H"],
  "coordinates": [[3.391, -3.793, -1.536], [3.419, -2.368, -0.994], [2.354, -1.551, -1.552], [1.047, -1.900, -1.024], [-0.035, -1.103, -1.750], [0.243, 0.299, -1.587], [-1.038, 1.349, -1.689], [-2.074, 0.800, -2.520], [-0.541, 2.656, -2.001], [-1.633, 1.314, 0.002], [-2.926, 0.931, 0.259], [-3.411, 0.913, 1.570], [-4.703, 0.518, 1.729], [-5.248, 0.509, 3.026], [-2.556, 1.295, 2.596], [-1.249, 1.676, 2.329], [-0.762, 1.688, 1.027], [0.498, 2.020, 0.658], [1.383, 2.502, 1.643], [1.534, 0.674, -2.104], [2.599, -0.131, -1.365], [2.556, -4.361, -1.133], [4.310, -4.306, -1.266], [3.306, -3.769, -2.618], [4.366, -1.907, -1.288], [3.383, -2.386, 0.110], [0.872, -2.964, -1.182], [0.983, -1.686, 0.059], [-1.020, -1.304, -1.326], [-0.044, -1.380, -2.814], [-3.562, 0.651, -0.563], [-4.717, -0.188, 3.682], [-6.278, 0.176, 2.908], [-5.241, 1.508, 3.473], [-2.890, 1.304, 3.622], [-0.620, 1.964, 3.157], [0.989, 3.396, 2.135], [2.299, 2.758, 1.114], [1.601, 1.738, 2.398], [1.651, 1.743, -1.936], [1.601, 0.461, -3.181], [3.583, 0.111, -1.772], [2.577, 0.146, -0.296]],
  "nbo_charge": [-0.614, -0.208, -0.443, -0.230, -0.223, -0.697, 2.345, -0.943, -0.928, -0.381, -0.201, 0.272, -0.488, -0.252, -0.271, -0.293, 0.372, -0.506, -0.252, -0.225, -0.222, 0.200, 0.212, 0.215, 0.194, 0.160, 0.209, 0.165, 0.223, 0.194, 0.257, 0.174, 0.203, 0.176, 0.222, 0.222, 0.182, 0.203, 0.175, 0.242, 0.187, 0.205, 0.165]
}



# 2
{
  "formula": "C14H22O5",
  "method": "ωB97M-V with the def2-TZVPD basis set",
  "smiles": "CCO[C@@H]1OC(C(=O)O)=C[C@H](C2CC2)[C@H]1CCCO",
  "total_charge": 0,
  "elements": ["C", "C", "O", "C", "O", "C", "C", "O", "O", "C", "C", "C", "C", "C", "C", "C", "C", "C", "O", "H", "H", "H", "H", "H", "H", "H", "H", "H", "H", "H", "H", "H", "H", "H", "H", "H", "H", "H", "H", "H", "H"],
  "coordinates": [[1.017, 3.173, 2.648], [1.394, 1.728, 2.372], [0.608, 1.264, 1.283], [0.803, -0.077, 0.955], [2.152, -0.294, 0.574], [2.421, -0.177, -0.760], [3.684, 0.497, -1.128], [4.101, 0.578, -2.258], [4.327, 1.022, -0.081], [1.592, -0.684, -1.678], [0.338, -1.345, -1.204], [-0.667, -1.636, -2.303], [-0.257, -1.936, -3.713], [-0.934, -0.639, -3.389], [-0.257, -0.425, -0.108], [-1.501, -1.014, 0.559], [-2.130, -0.076, 1.588], [-3.530, -0.556, 1.980], [-4.418, -0.593, 0.889], [1.206, 3.779, 1.767], [1.605, 3.555, 3.478], [-0.039, 3.243, 2.896], [2.458, 1.644, 2.121], [1.196, 1.099, 3.253], [0.691, -0.710, 1.854], [5.150, 1.443, -0.378], [1.833, -0.582, -2.720], [0.613, -2.295, -0.724], [-1.520, -2.199, -1.946], [0.788, -1.927, -3.975], [-0.822, -2.686, -4.247], [-1.951, -0.489, -3.718], [-0.337, 0.260, -3.405], [-0.529, 0.524, -0.584], [-2.255, -1.211, -0.204], [-1.247, -1.965, 1.034], [-2.197, 0.929, 1.164], [-1.517, -0.013, 2.487], [-3.487, -1.582, 2.352], [-3.930, 0.086, 2.777], [-4.456, 0.287, 0.496]],
  "nbo_charge": [-0.619, -0.068, -0.547, 0.396, -0.512, 0.163, 0.744, -0.592, -0.669, -0.171, -0.249, -0.221, -0.416, -0.428, -0.245, -0.393, -0.424, -0.055, -0.718, 0.214, 0.212, 0.208, 0.189, 0.159, 0.153, 0.500, 0.236, 0.221, 0.222, 0.213, 0.218, 0.219, 0.216, 0.223, 0.224, 0.196, 0.200, 0.206, 0.174, 0.159, 0.461]
}



# 3
{
  "formula": "C14H23B3N2O5",
  "method": "ωB97M-V with the def2-TZVPD basis set",
  "total_charge": 0,
  "elements": ["C", "C", "B", "O", "B", "N", "C", "C", "C", "O", "B", "C", "C", "C", "C", "N", "C", "O", "H", "H", "H", "H", "H", "H", "H", "H", "H", "H", "H", "H", "H", "H", "H", "O", "C", "O", "C", "C", "C", "H", "H", "H", "H", "H", "H", "H", "H"],
  "coordinates": [[-3.113, 2.023, 1.142], [-2.406, 0.801, 0.946], [-1.062, 0.632, 0.106], [-1.029, 0.475, -1.319], [-0.411, -0.799, -1.571], [-1.072, -1.661, -2.530], [-0.441, -2.993, -2.688], [-0.515, -3.938, -1.423], [-1.885, -3.917, -0.649], [0.822, -1.125, -0.906], [0.642, -0.775, 0.464], [0.824, -1.792, 1.663], [1.695, -2.981, 1.571], [1.743, -3.872, 2.742], [0.919, -3.499, 3.886], [0.124, -2.402, 4.018], [0.093, -1.606, 2.918], [0.227, 0.575, 0.729], [-2.943, 2.653, 2.051], [-3.875, 2.349, 0.390], [-2.831, -0.150, 1.397], [-2.079, -1.713, -2.390], [-1.011, -3.517, -3.512], [0.599, -2.863, -3.083], [-0.387, -4.992, -1.812], [0.382, -3.752, -0.778], [-2.459, -2.961, -0.726], [-2.553, -4.770, -0.952], [-1.675, -4.068, 0.450], [2.284, -3.177, 0.642], [2.355, -4.798, 2.721], [0.946, -4.200, 4.762], [-0.571, -0.704, 2.974], [-0.648, 6.404, -1.390], [0.232, 5.586, -1.306], [0.034, 4.459, -0.600], [0.949, 3.354, -0.568], [2.050, 3.583, 0.446], [1.588, 5.846, -1.911], [1.333, 3.137, -1.567], [0.363, 2.486, -0.268], [2.652, 4.459, 0.198], [2.710, 2.715, 0.498], [1.624, 3.761, 1.435], [2.158, 6.491, -1.242], [1.448, 6.351, -2.866], [2.160, 4.945, -2.120]],
  "lowdin_charge": [0.034, -0.028, -0.511, 0.233, -0.592, 0.119, -0.203, -0.216, -0.095, 0.250, -0.458, -0.030, -0.004, -0.039, -0.141, 0.051, -0.080, 0.210, 0.073, 0.077, 0.113, 0.120, 0.120, 0.125, 0.108, 0.080, 0.064, 0.077, 0.077, 0.117, 0.097, 0.108, 0.119, 0.101, -0.530, 0.005, -0.216, -0.051, 0.007, 0.126, 0.087, 0.067, 0.083, 0.089, 0.096, 0.091, 0.067]
}



Values of LUMO energy, in order: 0.02286; 0.02659; -0.03667, all in Ha.